DFT (ωB97M-V with the def2-TZVPD basis set) results for C21H48N2O3P2Ti as an isolated structure at a distorted geometry.

```
77
Properties=species:S:1:pos:R:3:lowdin_charge:R:1
Ti 0.02009 0.20093 -0.05424 0.75
C 0.23585 -0.62001 -1.86155 -0.05
O 0.39866 -1.22255 -2.86981 0.24
C 0.07828 -0.15987 1.90818 -0.06
O 0.08760 -0.29512 3.08206 0.25
P -1.97611 -1.36338 0.14849 1.10
C -1.69148 -3.18917 0.36157 -0.50
H -2.67648 -3.56638 0.67299 0.10
C -3.09022 -0.94939 1.60087 -0.49
H -2.35546 -0.87723 2.41966 0.09
C -3.01148 -1.35832 -1.40494 -0.49
H -2.31119 -1.76534 -2.15400 0.10
C 2.93509 1.89199 -1.65184 -0.50
P 2.39486 1.03068 -0.08706 1.08
H 4.42882 -0.12453 0.31595 0.13
H 2.78923 1.11933 -2.42581 0.11
C 3.20972 1.99362 1.29547 -0.47
H 4.22046 2.19894 0.90875 0.13
C -3.78300 0.40859 1.47585 -0.08
H -4.17500 0.68632 2.46592 0.12
H -4.64109 0.36819 0.79085 0.09
H -3.10763 1.21126 1.15862 0.05
C -4.12467 -2.00830 1.99401 -0.05
H -4.90594 -2.12900 1.23515 0.09
H -4.61560 -1.67402 2.91894 0.13
H -3.68775 -2.98852 2.20518 0.09
C -4.22377 -2.29271 -1.35130 -0.04
H -3.99687 -3.29961 -0.98074 0.09
H -4.60794 -2.40727 -2.37701 0.13
H -5.03499 -1.86664 -0.74709 0.09
C -3.42467 0.03774 -1.87389 -0.09
H -4.01789 -0.06993 -2.79514 0.12
H -2.55821 0.66879 -2.11197 0.06
H -4.05500 0.55648 -1.13807 0.07
C -1.28313 -3.90002 -0.93810 -0.09
H -2.16238 -4.34192 -1.42711 0.10
H -0.57677 -4.71012 -0.70409 0.11
H -0.80990 -3.21997 -1.66078 0.04
C -0.72553 -3.45696 1.51439 -0.09
H 0.28790 -3.12035 1.26746 0.04
H -0.67912 -4.54471 1.67633 0.12
H -1.02695 -2.97282 2.45522 0.09
C 4.41543 2.29779 -1.64564 -0.05
H 5.09142 1.47028 -1.39457 0.09
H 4.59471 3.12678 -0.94776 0.10
H 4.69026 2.65507 -2.64993 0.13
C 2.04218 3.08475 -2.01608 -0.09
H 1.96147 3.81725 -1.20006 0.06
C 2.84551 -1.48247 0.91443 -0.11
H 1.02841 2.76473 -2.29247 0.07
H 2.47417 3.60757 -2.88426 0.12
C 3.69968 -1.13334 -1.43909 -0.06
H 1.73900 -1.49919 0.85315 -0.02
H 3.18158 -2.50047 0.68771 0.12
H 3.06131 -1.25562 1.96553 0.09
C 3.46255 -0.48725 -0.07197 -0.49
H 4.11364 -2.13860 -1.28422 0.12
H 4.41500 -0.56074 -2.04002 0.10
H 2.75891 -1.23806 -1.99015 0.05
C 3.35322 1.22586 2.61254 -0.07
H 2.38077 0.86307 2.96801 0.07
H 3.75678 1.91298 3.36982 0.12
H 4.04753 0.38426 2.53568 0.09
C 2.51484 3.32839 1.56988 -0.08
H 1.47316 3.17783 1.89110 0.07
H 2.54353 4.02068 0.71780 0.08
H 3.03243 3.82335 2.40620 0.12
H 1.12380 -2.33365 -0.82387 0.06
H 0.92717 -3.03403 -0.60282 0.14
N -0.71690 4.12139 0.23827 0.27
C -1.36913 3.07514 -0.29288 -0.50
N -2.57237 3.30304 -0.84621 0.28
O -0.86358 1.90449 -0.26835 -0.13
H -1.13971 5.04357 0.22506 0.17
H 0.20948 3.99118 0.63564 0.10
H -3.07934 2.53995 -1.28524 0.11
H -2.94721 4.24535 -0.87257 0.17
```

Calculated values
M (g mol⁻¹): 486.44
Kohn-Sham gap (eV): 5.4
Charge: +4
E (eV): -73326.80804